DFT (ωB97M-V/def2-TZVPD) results for C24H15ClCuN2O5 as an isolated structure.

Atoms and positions in Å:
Cu 0.38 -0.35 -0.16
Cl -6.74 0.12 -1.75
C -5.07 -0.34 -1.45
C -4.77 -1.67 -1.10
C -3.48 -2.04 -0.85
C -2.37 -1.13 -0.95
O -1.21 -1.54 -0.67
C -2.72 0.22 -1.33
C -1.76 1.27 -1.52
N -0.49 1.10 -1.50
C 0.43 2.12 -1.76
C 0.16 3.33 -2.35
C 1.19 4.27 -2.58
C 2.48 4.01 -2.24
C 2.81 2.75 -1.65
C 4.13 2.41 -1.27
C 4.37 1.19 -0.72
C 3.30 0.29 -0.55
N 2.07 0.57 -0.89
C 1.80 1.81 -1.43
C -4.07 0.58 -1.55
H -5.57 -2.39 -1.02
H -3.24 -3.06 -0.57
H -2.19 2.27 -1.68
H -0.85 3.57 -2.65
H 0.93 5.22 -3.03
H 3.26 4.73 -2.40
H 4.93 3.13 -1.42
H 5.37 0.89 -0.42
H 3.46 -0.69 -0.11
H -4.30 1.60 -1.81
O 0.87 -0.81 4.01
C 0.99 -1.04 2.80
O 0.64 -0.29 1.84
C 1.66 -2.37 2.42
C 2.57 -2.93 3.30
C 3.26 -4.12 3.01
C 2.97 -4.71 1.81
O 3.47 -5.89 1.30
C 2.91 -6.01 -0.01
O 1.92 -5.00 -0.16
C 2.06 -4.17 0.94
C 1.38 -3.01 1.20
H 2.72 -2.42 4.24
H 3.97 -4.55 3.70
H 2.45 -6.99 -0.11
H 3.70 -5.86 -0.75
H 0.64 -2.63 0.51

The value obtained for the lowest unoccupied orbital energy is 2.058 eV. Its net charge is -1.